Here is C24H26CdClF3N4O4 as an isolated structure from the Open Molecules 2025 dataset. Energies are from ωB97M-V with the def2-TZVPD basis set.

ORCA input file:
```
! RIJCOSX wB97M-V def2-TZVPD def2/J DEFGRID3
* xyz -2 1
Cd 0.470 0.310 0.512
Cl 6.072 -0.552 -0.956
F -2.881 3.358 -5.098
F -4.186 4.353 -3.690
F -2.263 5.206 -4.122
O -0.826 -1.611 -0.266
O -0.398 2.217 2.088
O -1.472 -1.826 2.303
O -2.333 -3.127 -0.936
N 2.494 1.133 -1.083
N -1.303 1.641 -0.609
N 1.735 -0.293 2.019
N -2.108 2.610 3.498
C -3.656 -2.353 1.539
C -1.943 1.816 -2.971
C -1.397 1.103 -1.968
C 3.177 0.784 -3.344
C -2.240 3.206 -2.839
C -2.542 1.263 0.098
C 4.600 0.141 -1.560
C -1.172 3.101 -0.667
C 3.641 0.598 -0.668
C 2.266 1.221 -2.397
C -2.469 1.092 1.620
C -1.562 2.026 2.378
C 4.716 -2.358 2.502
C 3.761 -2.963 0.403
C 2.761 -2.028 0.574
C 3.729 -1.422 2.697
C 2.657 -1.195 1.749
C -1.741 -2.456 -0.082
C -1.913 -4.142 1.765
C 4.375 0.227 -2.920
C -1.717 3.820 -1.669
C -2.849 3.982 -3.891
C 4.763 -3.159 1.354
C -2.175 -2.679 1.403
H -3.315 2.002 -0.153
H -1.082 0.075 -2.073
H -4.226 -2.974 0.849
H -2.405 -4.797 1.045
H -0.658 3.561 0.160
H 5.546 -3.893 1.207
H -2.284 -4.350 2.772
H -1.429 2.996 4.137
H -0.601 -1.629 1.908
H 2.952 0.878 -4.397
H 3.763 -3.566 -0.502
H 5.490 -2.472 3.261
H 1.322 1.658 -2.687
H -2.056 1.337 -3.937
H 3.716 -0.813 3.595
H -3.487 1.170 2.009
H -3.839 -1.304 1.298
H -2.096 0.087 1.861
H -1.662 4.903 -1.617
H -3.990 -2.537 2.564
H 1.985 -1.926 -0.184
H -2.858 0.303 -0.317
H -2.922 2.188 3.910
H 5.116 -0.131 -3.621
H -0.841 -4.341 1.742
H 3.789 0.533 0.403
*
```

Calculated values
* energy above the lowest of the compared OMol25 structures with the same formula, charge and spin: 49.8 kcal/mol
* gap between HOMO and LUMO: 4.753 eV

Here is C24H26Cl3N8O4SiW as an isolated structure from the Open Molecules 2025 dataset. Energies are from ωB97M-V with the def2-TZVPD basis set.

ORCA input file:
```
! RIJCOSX wB97M-V def2-TZVPD def2/J DEFGRID3
* xyz 3 1
W -0.886 0.057 0.179
Cl -4.705 -0.743 -1.092
Cl -2.498 -0.573 -3.501
Cl -2.805 0.168 1.392
Si -2.767 -0.616 -1.530
O 0.118 -3.772 1.351
O 1.325 1.593 -2.703
O 0.037 2.982 2.890
O -0.379 0.802 -1.633
N -0.266 1.775 0.933
N 2.881 -1.375 0.806
N 3.685 0.905 -1.830
N 0.011 -0.388 2.126
N 3.576 -0.566 -0.096
N 1.582 0.356 -0.825
N 0.938 0.972 -1.773
N -0.622 -1.861 0.287
C -3.168 -3.917 -1.536
C 1.264 3.515 0.171
C 0.783 -0.940 4.683
C -0.065 -2.598 1.368
C 0.608 -1.980 3.769
C -2.579 -3.186 -0.511
C -0.794 4.733 -1.281
C -0.034 2.983 0.152
C -3.240 -3.137 0.831
C 0.586 0.379 4.287
C -0.018 1.936 2.335
C -2.496 3.089 -0.481
C 2.383 2.982 1.028
C -1.082 3.593 -0.548
C -1.304 -2.590 -0.773
C -0.581 -2.902 -1.958
C -2.496 -4.157 -2.726
C 1.502 4.659 -0.588
C 0.212 -1.654 2.490
C -1.207 -3.677 -2.918
C 0.838 -2.474 -2.184
C 0.490 5.259 -1.313
C 0.201 0.610 2.979
C 2.962 0.254 -0.945
H 0.909 -1.759 -3.009
H -2.898 -2.323 1.465
H 4.585 -0.631 -0.139
H -2.605 2.092 -0.929
H 0.692 6.154 -1.886
H -1.591 5.229 -1.822
H 0.755 -3.018 4.041
H 3.097 -2.346 0.600
H 1.427 -3.347 -2.470
H 2.260 1.934 1.309
H -2.969 -4.751 -3.498
H 2.494 5.095 -0.582
H -4.322 -3.065 0.730
H 3.340 3.092 0.517
H 1.071 -1.161 5.703
H -0.672 -3.920 -3.828
H -3.159 3.742 -1.044
H 3.222 -1.170 1.740
H -2.862 3.040 0.545
H 0.718 1.215 4.962
H -3.024 -4.076 1.349
H 3.270 1.567 -2.465
H 1.281 -2.051 -1.290
H 4.684 0.757 -1.893
H -4.146 -4.352 -1.373
H 2.451 3.558 1.953
*
```

Calculated values
* energy above the lowest of the compared OMol25 structures with the same formula, charge and spin: 1.4 kcal/mol
* gap between HOMO and LUMO: 5.318 eV

Here is one molecule with the formula C24H26FNO from the Open Molecules 2025 dataset. Energies are from ωB97M-V with the def2-TZVPD basis set.

ORCA input file:
```
! RIJCOSX wB97M-V def2-TZVPD def2/J DEFGRID3
* xyz 0 1
F 6.591 -0.306 -0.653
O -2.142 -3.956 0.033
N -1.103 2.678 1.382
C -0.822 -2.260 -0.890
C 2.617 0.318 0.240
C -2.357 2.901 0.677
C -0.023 -1.145 -0.782
C -0.256 -1.203 1.588
C 3.554 1.335 0.404
C 0.279 -0.598 0.463
C -2.721 1.820 -0.322
C -3.060 1.119 -2.605
C -3.401 -0.437 -0.821
C 1.170 0.610 0.589
C 0.633 1.802 -0.243
C -1.356 -2.863 0.250
C -1.068 -2.322 1.496
C 3.055 -0.920 -0.211
C 4.889 1.139 0.106
C -3.470 3.079 1.715
C -3.050 0.536 0.097
C 0.116 2.942 0.649
C 5.288 -0.102 -0.357
C -2.707 -4.608 1.144
C -2.729 2.097 -1.684
C 4.389 -1.137 -0.515
C -3.404 -0.150 -2.174
H -2.245 3.849 0.136
H 0.380 -0.694 -1.677
H 5.615 1.926 0.231
H -3.037 0.292 1.149
H -1.085 1.744 1.778
H 4.731 -2.097 -0.869
H 1.170 0.914 1.644
H 2.356 -1.733 -0.326
H -3.282 -5.439 0.738
H -0.051 3.833 0.036
H -0.036 -0.801 2.568
H -3.377 -3.945 1.703
H -1.465 -2.757 2.400
H -3.057 1.352 -3.660
H -4.415 3.285 1.219
H -3.677 -1.423 -0.480
H -3.222 3.907 2.373
H -0.180 1.466 -0.888
H -2.473 3.091 -2.026
H 0.887 3.193 1.388
H 3.236 2.299 0.774
H -3.675 -0.912 -2.890
H 1.424 2.194 -0.884
H -1.055 -2.689 -1.852
H -3.581 2.183 2.319
H -1.937 -4.997 1.818
*
```

Calculated values
* energy above the lowest of the compared OMol25 structures with the same formula, charge and spin: 0.0 kcal/mol
* gap between HOMO and LUMO: 9.143 eV
* SMILES: COc1ccc([C@H](CCN[C@H](C)c2ccccc2)c2ccc(F)cc2)cc1

Here is one molecule with the formula C24H26FNO7S from the Open Molecules 2025 dataset. Energies are from ωB97M-V with the def2-TZVPD basis set.

ORCA input file:
```
! RIJCOSX wB97M-V def2-TZVPD def2/J DEFGRID3
* xyz 0 1
S -1.315 3.083 -1.752
F -0.565 4.454 -1.165
O -1.181 -2.479 -1.750
O -1.327 3.101 -3.267
O -2.765 3.133 -1.316
O 1.202 -3.688 0.300
O 3.037 0.378 2.006
O 4.597 -3.213 -1.579
O 4.288 -4.425 0.377
N 2.537 -1.752 0.942
C 1.420 2.742 0.351
C -2.568 -1.880 -4.537
C 1.198 0.070 0.192
C -2.076 -0.368 -4.220
C 0.831 3.895 4.352
C -2.409 -2.695 -0.961
C 1.547 3.538 2.999
C -0.720 3.870 4.507
C -0.546 1.505 -1.197
C -1.189 0.168 -1.734
C -1.899 -3.658 1.392
C 0.709 3.153 1.723
C -2.453 0.134 -2.725
C 3.879 -1.792 0.271
C -1.552 3.522 3.250
C 3.147 3.569 3.035
C 0.668 1.466 -0.237
C 2.384 -0.295 1.186
C 1.424 -2.446 0.292
C -0.842 3.171 1.921
C -0.633 -1.245 -1.304
C -2.383 -4.062 -0.107
C 4.261 -3.207 -0.359
C 0.578 -1.253 -0.344
H -2.943 1.169 -2.857
H 3.563 2.701 3.678
H -2.662 0.306 -4.956
H 3.959 -0.934 -0.489
H 2.481 2.383 0.641
H -0.965 -0.250 -4.454
H -1.668 -4.805 -0.616
H -3.463 -4.462 -0.117
H -1.503 2.886 1.030
H -3.292 -2.172 -3.706
H 3.527 -4.948 0.034
H -3.340 -2.749 -1.643
H 1.427 4.183 5.295
H -2.773 -3.637 2.142
H -1.024 -4.307 1.762
H -1.208 4.109 5.520
H -3.291 -0.533 -2.290
H 3.631 3.436 1.999
H -2.576 -1.763 -0.302
H -3.077 -1.934 -5.573
H 3.565 4.527 3.530
H -2.698 3.469 3.258
H -1.490 -2.575 1.384
H 1.571 3.597 -0.386
H -1.694 -2.631 -4.517
H 4.660 -1.558 1.091
*
```

Calculated values
* gap between HOMO and LUMO: 6.736 eV
* SMILES: CCCOc1c(CCC)c(S(=O)(=O)F)c(Cc2ccccc2C)c2c1C(=O)N(CC(=O)O)C2=O

Here is C24H26MoN8O4 as an isolated structure from the Open Molecules 2025 dataset. Energies are from ωB97M-V with the def2-TZVPD basis set.

ORCA input file:
```
! RIJCOSX wB97M-V def2-TZVPD def2/J DEFGRID3
* xyz 2 3
Mo 0.634 0.375 1.067
O 0.129 -2.537 -0.587
O 2.122 0.018 -2.635
O 0.234 -1.610 1.464
O -0.203 4.189 2.432
N 0.532 0.824 3.195
N 2.679 -0.286 0.838
N 0.232 2.356 1.084
N -0.350 -1.318 -4.186
N -1.744 -2.416 -2.713
N -2.595 -1.570 -4.683
N 1.110 0.957 -0.766
N -1.588 0.054 1.090
C -0.637 4.592 -1.782
C 2.953 -0.517 -0.460
C 0.472 2.591 -2.555
C -0.336 -1.840 0.291
C 0.080 3.028 2.280
C -2.861 -1.997 0.303
C -3.052 -2.794 -2.163
C -2.931 -3.165 -0.684
C 0.454 1.700 5.801
C -0.115 3.821 -2.814
C 2.031 0.173 -1.441
C 0.257 2.597 4.761
C 0.304 2.121 3.469
C 0.522 2.157 -1.238
C 0.680 0.360 5.517
C 0.713 -0.048 4.198
C -0.574 4.170 -0.462
C 0.024 2.944 -0.189
C 4.574 -1.576 1.446
C -1.565 -1.769 -3.854
C -1.658 -1.069 0.114
C 3.465 -0.815 1.777
C 4.845 -1.824 0.112
C 4.013 -1.288 -0.866
H 0.069 3.650 4.919
H -3.792 -3.782 -0.427
H -2.444 -1.149 -5.584
H 0.372 -1.234 -3.483
H -0.159 4.185 -3.832
H 0.425 2.040 6.828
H -1.651 -0.622 -0.880
H -0.225 -0.751 -5.008
H -2.062 -3.812 -0.548
H 5.203 -1.970 2.232
H 0.896 1.992 -3.346
H -3.434 -2.118 -4.583
H -3.733 -1.947 -2.299
H -2.820 -2.402 1.319
H -3.464 -3.646 -2.707
H 0.824 -0.367 6.304
H 4.182 -1.441 -1.923
H 0.868 -1.082 3.916
H -0.951 4.789 0.336
H -0.929 -2.574 -2.123
H -1.860 -0.281 2.011
H -1.087 5.550 -2.005
H -2.206 0.820 0.837
H 3.204 -0.614 2.807
H 5.699 -2.426 -0.168
H -3.776 -1.399 0.245
*
```

Calculated values
* <S²>: 2.03
* gap between HOMO and LUMO (alpha / beta): 6.616 / 6.865 eV

Here is C24H26N2O10S2Sn as an isolated structure from the Open Molecules 2025 dataset. Energies are from ωB97M-V with the def2-TZVPD basis set.

ORCA input file:
```
! RIJCOSX wB97M-V def2-TZVPD def2/J DEFGRID3
* xyz -2 1
Sn 0.262 0.049 -2.548
S -0.258 -0.364 6.748
S -1.642 2.194 -0.097
O -0.311 -2.359 8.373
O -1.652 -2.070 -4.805
O 4.223 1.103 -3.252
O 2.447 -5.958 -6.082
O 0.999 2.097 -2.282
O -2.661 1.207 0.386
O 2.311 -0.037 -3.147
O 2.817 3.380 -2.438
O -1.276 -3.622 -6.344
O 0.483 -5.312 -6.971
N 0.802 -2.655 -3.494
N 2.274 -4.162 -4.095
C 1.956 -3.207 -3.190
C 0.790 -0.347 -0.393
C -4.084 3.449 -0.657
C -1.078 -0.330 4.121
C 1.507 -0.333 3.115
C 2.250 2.308 -2.539
C 0.425 -0.346 2.226
C 1.281 -4.240 -5.026
C 0.627 -0.345 0.814
C 0.038 4.039 1.224
C 3.032 1.037 -3.026
C 0.006 -0.344 4.994
C -2.579 3.599 -0.824
C -1.073 3.017 1.420
C -0.941 -2.937 -5.261
C -4.573 3.716 0.761
C 1.417 -5.268 -6.124
C -0.875 -0.333 2.752
C 2.824 -2.895 -2.022
C -0.012 -3.143 6.141
C 1.354 3.402 0.796
C 1.301 -0.329 4.483
C -0.207 -2.089 7.201
C 0.363 -3.294 -4.638
H -4.253 4.702 1.109
H 2.704 -3.645 -1.237
H -2.298 3.609 -1.877
H -4.183 2.960 1.441
H 0.166 4.567 2.176
H -2.217 4.525 -0.374
H -0.572 -4.323 -6.606
H 3.872 -2.867 -2.324
H -1.960 3.427 1.905
H 2.143 -0.319 5.163
H -2.085 -0.319 4.519
H 2.511 -0.323 2.710
H 2.137 4.151 0.677
H -0.265 4.801 0.499
H -1.711 -0.293 2.065
H -0.708 2.184 2.025
H -0.258 -2.806 5.139
H -4.566 4.139 -1.356
H 1.037 -3.445 6.158
H -0.616 -4.005 6.418
H 3.086 -4.757 -4.154
H 2.567 -1.922 -1.618
H 1.254 2.885 -0.157
H -5.663 3.681 0.811
H -4.371 2.439 -0.953
H 1.683 2.674 1.542
*
```

Calculated values
* energy above the lowest of the compared OMol25 structures with the same formula, charge and spin: 2.4 kcal/mol
* gap between HOMO and LUMO: 6.727 eV

Here is C24H26N2ReS5Si as an isolated structure from the Open Molecules 2025 dataset. Energies are from ωB97M-V with the def2-TZVPD basis set.

ORCA input file:
```
! RIJCOSX wB97M-V def2-TZVPD def2/J DEFGRID3
* xyz 0 2
Re -0.546 -0.624 -0.684
S -2.460 -0.767 -2.138
S -0.526 1.724 -1.512
S 0.609 -2.019 2.179
S -1.558 -4.988 0.546
S -1.971 0.025 1.256
Si 2.073 -2.535 -2.451
N -0.784 -2.494 -0.343
N 1.132 0.718 0.729
C -0.192 2.645 0.037
C -0.243 0.166 5.441
C -1.404 0.841 5.089
C 2.094 0.163 1.468
C -1.872 0.773 3.796
C -1.148 -3.562 0.017
C 3.918 -2.060 -2.214
C -5.017 2.299 -1.849
C -1.230 -0.007 2.823
C 1.789 -3.119 -4.249
C 1.794 -4.047 -1.317
C -2.288 1.953 -1.664
C 1.047 -0.944 -2.154
C -4.480 1.038 -2.001
C 0.398 -0.613 4.498
C 1.773 2.863 1.545
C -4.195 3.395 -1.630
C 2.947 0.926 2.260
C 0.957 2.039 0.777
C -0.093 -0.732 3.205
C 2.792 2.299 2.290
C 2.179 -1.312 1.487
C -3.101 0.844 -1.913
C -2.826 3.224 -1.551
H 3.720 0.439 2.834
H -5.114 0.180 -2.166
H 2.631 -4.733 -1.422
H 0.010 3.689 -0.206
H -2.770 1.301 3.503
H 2.068 -2.355 -4.969
H 3.438 2.920 2.893
H 4.573 -2.894 -2.449
H 3.013 -1.663 2.092
H -2.176 4.073 -1.405
H -6.087 2.427 -1.897
H 1.762 -0.125 -1.986
H 1.597 3.926 1.565
H -4.626 4.376 -1.501
H 2.215 -1.728 0.477
H 2.380 -4.004 -4.464
H 1.714 -3.785 -0.268
H 0.893 -4.587 -1.583
H 0.746 -3.372 -4.415
H -1.097 2.563 0.647
H 0.550 -0.714 -3.106
H 0.131 0.209 6.450
H 4.116 -1.769 -1.185
H 1.277 -1.179 4.763
H -1.940 1.420 5.826
H 4.206 -1.231 -2.851
*
```

Calculated values
* <S²>: 0.77
* gap between HOMO and LUMO (alpha / beta): 5.752 / 5.969 eV

Here is one molecule with the formula C24H26N4O4 from the Open Molecules 2025 dataset. Energies are from ωB97M-V with the def2-TZVPD basis set.

ORCA input file:
```
! RIJCOSX wB97M-V def2-TZVPD def2/J DEFGRID3
* xyz 0 1
O 0.219 -0.531 -1.833
O -0.525 -3.348 1.095
O 0.358 2.892 1.152
O -4.415 1.882 1.034
N 1.797 0.358 -0.511
N -0.898 1.277 0.182
N -1.564 -2.283 -0.631
N -3.567 -1.271 -0.954
C 1.167 -0.690 -1.073
C -3.250 1.877 0.355
C -5.287 -1.184 0.689
C 4.547 0.216 -1.460
C -0.531 -2.953 -0.050
C -2.799 -1.939 -0.098
C 4.880 0.010 2.305
C 4.181 0.144 -0.004
C -5.363 2.337 0.192
C 0.657 -3.147 -0.983
C -4.478 -1.870 1.584
C 1.703 -2.061 -0.709
C 1.286 1.701 -0.732
C 2.860 0.228 0.432
C -3.211 -2.264 1.195
C 2.554 0.213 1.787
C -3.445 2.325 -0.917
C -4.826 2.626 -1.021
C 5.180 0.029 0.956
C 3.563 0.107 2.724
C 0.202 2.046 0.298
C -4.777 -0.911 -0.569
C 5.121 1.591 -1.810
C -2.023 1.414 1.072
H -5.358 -0.377 -1.310
H -0.984 0.643 -0.602
H 4.389 2.371 -1.616
H -5.339 3.003 -1.881
H 3.323 0.099 3.776
H -1.734 2.145 1.837
H 1.522 0.288 2.096
H -2.554 -2.805 1.855
H 1.982 -2.076 0.345
H 6.006 1.799 -1.214
H 0.343 -3.106 -2.026
H -4.832 -2.100 2.579
H 2.603 -2.255 -1.299
H 1.096 -4.123 -0.772
H -6.361 2.411 0.575
H 5.297 -0.548 -1.681
H 0.867 1.747 -1.741
H 2.105 2.415 -0.628
H 5.674 -0.079 3.031
H 5.394 1.628 -2.862
H 6.208 -0.047 0.634
H -2.232 0.457 1.567
H -6.281 -0.868 0.962
H -1.414 -1.895 -1.558
H -2.706 2.430 -1.683
H 3.672 0.025 -2.083
*
```

Calculated values
* energy above the lowest of the compared OMol25 structures with the same formula, charge and spin: 4.3 kcal/mol
* gap between HOMO and LUMO: 9.062 eV
* SMILES: CCc1ccccc1N(CC(=O)NCc1ccco1)C(=O)CCC(=O)Nc1ccccn1